(1)
DFT (wB97M-V/def2-TZVPD) results for a structure of composition C30H49F2NO24P3S2V in a non-equilibrium geometry.

Last column: Löwdin charge in e.
Cartesian coordinates (Å):
V: -1.49 -0.13 0.26  1.2001
N: 0.01 1.21 -0.04  -0.3448
S: 0.42 2.19 -1.23  0.4864
O: 1.68 1.83 -1.82  -0.2777
O: 0.03 3.60 -1.19  -0.2489
F: -0.52 1.66 -2.39  -0.1417
S: 0.91 2.11 1.12  0.5543
O: 0.17 3.23 1.59  -0.2469
O: 2.32 2.28 0.96  -0.2378
F: 0.68 1.07 2.30  -0.1669
C: -3.20 -1.15 -3.65  0.0128
C: -2.71 -0.56 -2.44  -0.3030
C: -3.26 0.85 -2.01  -0.3180
O: -2.78 1.26 -0.91  -0.1167
C: -4.08 1.59 -2.87  0.0110
C: -4.50 0.96 -4.04  -0.3299
C: -4.09 -0.46 -4.46  -0.3854
O: -4.56 -1.00 -5.48  0.0054
O: -5.24 1.65 -4.79  -0.0276
O: -1.98 -1.13 -1.60  -0.0916
H: -2.86 -2.17 -3.76  0.1055
H: -4.47 2.54 -2.55  0.1122
C: -1.98 -2.50 3.75  0.0172
C: -3.19 -3.02 4.21  -0.3469
C: -4.51 -2.97 3.42  -0.3644
O: -5.61 -3.38 3.85  0.0129
C: -4.52 -2.28 2.21  0.0102
C: -3.35 -1.72 1.72  -0.2733
C: -1.98 -1.82 2.50  -0.2682
O: -1.06 -1.11 1.99  -0.1504
O: -3.32 -0.93 0.71  -0.1016
O: -3.13 -3.62 5.31  0.0047
H: -1.10 -2.49 4.36  0.0758
H: -5.42 -2.25 1.61  0.1200
C: 3.76 -0.95 1.75  -0.0424
C: 2.76 -2.06 1.42  -0.2127
O: 2.77 -2.16 -0.05  -0.1995
P: 1.36 -2.36 -0.79  0.4356
O: 0.22 -1.60 -0.26  -0.2416
O: 1.72 -2.13 -2.32  -0.1602
C: 2.39 -0.97 -2.86  -0.2552
C: 3.30 -1.36 -3.98  -0.0682
O: 0.99 -3.90 -0.74  -0.1552
C: 2.07 -4.87 -0.69  -0.2522
C: 1.48 -6.23 -1.02  -0.0700
H: 3.23 -0.07 1.39  0.0627
H: 3.98 -0.89 2.81  0.0730
H: 4.71 -1.17 1.26  0.0796
H: 3.13 -3.06 1.65  0.1104
H: 1.73 -1.89 1.76  0.1003
H: 1.57 -0.34 -3.22  0.1207
H: 2.95 -0.54 -2.03  0.1104
H: 4.03 -2.15 -3.78  0.0762
H: 2.63 -1.64 -4.79  0.0833
H: 3.76 -0.42 -4.28  0.0843
H: 2.78 -4.59 -1.47  0.1137
H: 2.56 -4.83 0.28  0.1061
H: 2.30 -6.95 -1.00  0.0745
H: 0.81 -6.64 -0.26  0.0773
H: 0.87 -6.12 -1.92  0.0850
C: -0.24 -2.06 8.81  -0.0714
C: 1.17 -1.49 8.68  -0.2963
O: 2.02 -2.59 8.38  -0.1794
P: 3.30 -2.33 7.43  0.4349
O: 3.99 -1.05 7.70  -0.2444
O: 4.21 -3.64 7.62  -0.1751
C: 5.39 -3.52 8.42  -0.2847
C: 6.36 -4.57 7.90  -0.0796
O: 2.78 -2.50 5.93  -0.1602
C: 1.46 -2.40 5.41  -0.2406
C: 1.25 -1.12 4.64  -0.0617
H: -0.93 -1.23 8.93  0.0820
H: -0.66 -2.68 8.02  0.0729
H: -0.16 -2.75 9.66  0.0758
H: 1.19 -0.61 8.04  0.1162
H: 1.39 -1.06 9.66  0.1160
H: 5.85 -2.56 8.17  0.1042
H: 5.21 -3.58 9.49  0.1199
H: 5.89 -5.55 7.85  0.0746
H: 6.55 -4.27 6.87  0.0784
H: 7.34 -4.62 8.37  0.0722
H: 1.32 -3.16 4.63  0.1236
H: 0.72 -2.57 6.19  0.1020
H: 1.08 -0.20 5.20  0.0878
H: 2.00 -0.91 3.87  0.0529
H: 0.43 -1.25 3.93  0.0451
C: 0.67 3.81 -4.77  -0.0618
C: -0.59 4.63 -4.46  -0.2439
O: -1.09 5.31 -5.60  -0.1866
P: -1.74 4.63 -6.87  0.3998
O: -0.83 3.81 -7.69  -0.2433
O: -2.98 3.73 -6.40  -0.1507
C: -4.15 4.24 -5.71  -0.2390
C: -5.05 5.31 -6.32  -0.0919
O: -2.47 5.84 -7.61  -0.1919
C: -1.62 6.87 -8.15  -0.2802
C: -2.11 8.25 -7.79  -0.0740
H: 1.52 4.41 -5.09  0.0777
H: 1.02 3.29 -3.89  0.0408
H: 0.48 3.04 -5.52  0.0729
H: -1.34 4.12 -3.85  0.1178
H: -0.24 5.48 -3.86  0.1175
H: -4.70 3.31 -5.54  0.0776
H: -3.94 4.65 -4.72  0.1170
H: -5.43 5.17 -7.33  0.0728
H: -5.95 5.43 -5.70  0.0762
H: -4.62 6.31 -6.29  0.0491
H: -0.59 6.76 -7.80  0.1100
H: -1.53 6.61 -9.20  0.1215
H: -2.96 8.53 -8.42  0.0720
H: -2.45 8.27 -6.75  0.0817
H: -1.41 9.05 -8.00  0.0713

Values from the calculation:
Relative energy (zero: lowest compared OMol25 entry of this formula, charge and spin) = 0.0 kJ/mol
Net charge = -2
M = 1053.7 g/mol
Frontier orbital gap (spin up / spin down) = 6.004 / 5.984 eV
LUMO level (spin up / spin down) = 3.25 / 3.25 eV
Spin multiplicity = 3
E_tot = -163204.01208 eV
HOMO level (spin up / spin down) = -2.753 / -2.732 eV
⟨S²⟩ = 2.014


(2)
DFT (wB97M-V/def2-TZVPD) results for a structure of composition C30H49N9O3SSbSr in a non-equilibrium geometry.

Last column: Löwdin charge in e.
Cartesian coordinates (Å):
Sr: -0.04 -0.46 0.45  1.5161
N: -1.96 0.92 -2.17  0.0433
C: -2.92 1.21 -1.08  -0.2248
C: -3.36 -0.02 -0.27  -0.1439
N: -2.39 -0.40 0.78  -0.2740
C: -2.11 0.72 1.71  -0.1509
C: -0.68 1.28 1.63  -0.3551
N: 0.21 0.33 2.36  -0.4771
C: -2.90 -1.55 1.59  -0.1576
C: -2.67 -2.84 0.78  -0.1761
N: -1.40 -2.68 -0.02  -0.0407
H: -2.39 0.24 -2.78  0.0511
H: -1.12 0.49 -1.79  0.0005
H: -3.81 1.66 -1.53  0.1221
H: -2.48 1.96 -0.44  0.0619
H: -3.37 -0.89 -0.94  0.1084
H: -4.34 0.18 0.19  0.1311
H: -2.24 0.46 2.75  0.1142
H: -2.74 1.61 1.58  0.1414
H: -0.27 1.49 0.62  0.0398
H: -0.71 2.18 2.22  0.0793
H: 1.13 0.68 1.20  -0.1220
H: 0.53 0.93 3.12  0.0778
H: -3.95 -1.40 1.86  0.1350
H: -2.33 -1.62 2.49  0.0723
H: -3.46 -2.97 0.05  0.1090
H: -2.61 -3.69 1.45  0.1133
H: -1.80 -2.87 -0.95  0.0224
H: -0.69 -3.33 0.29  0.0526
C: 2.11 2.69 -2.78  -0.0065
C: 2.27 2.56 -1.29  -0.2796
C: 3.00 3.49 -0.54  -0.0205
C: 3.07 3.41 0.83  -0.0532
C: 2.38 2.37 1.46  -0.1547
C: 1.74 1.44 0.63  -0.4196
N: 1.67 1.51 -0.69  0.1073
Sb: 2.36 -0.61 2.49  1.5998
C: 2.84 -1.46 0.52  -0.4347
C: 4.10 -2.01 0.60  -0.1426
C: 4.42 -3.12 -0.20  -0.0443
C: 3.44 -3.62 -0.99  -0.0042
C: 2.17 -3.02 -1.04  -0.2739
C: 1.04 -3.61 -1.86  -0.0155
N: 1.87 -1.93 -0.31  -0.0280
C: 0.52 -1.93 2.27  -0.3873
C: 0.38 -3.14 3.01  -0.1464
C: -0.42 -3.27 4.10  -0.0613
C: -0.86 -2.06 4.78  -0.0250
C: -0.75 -0.86 4.19  -0.2387
C: -0.69 0.44 4.96  -0.0118
N: -0.45 -0.86 2.73  -0.2531
H: 2.85 2.05 -3.27  0.0923
H: 2.26 3.72 -3.10  0.0878
H: 1.13 2.32 -3.07  0.0887
H: 3.51 4.30 -1.05  0.1283
H: 3.63 4.13 1.42  0.1262
H: 2.33 2.28 2.53  0.0763
H: 4.83 -1.61 1.30  0.0880
H: 5.39 -3.59 -0.13  0.1200
H: 3.62 -4.51 -1.58  0.1273
H: 0.71 -4.56 -1.43  0.0981
H: 1.36 -3.78 -2.89  0.1001
H: 0.25 -2.87 -1.80  0.0173
H: 0.97 -3.99 2.67  0.1195
H: -0.56 -4.22 4.58  0.1120
H: -1.13 -2.10 5.82  0.1252
H: -1.14 1.29 4.44  0.0766
H: 0.35 0.70 5.18  0.0884
H: -1.21 0.34 5.91  0.1038
C: 0.48 -0.42 -5.34  -0.0062
C: -0.06 -0.86 -4.01  -0.3034
N: 0.57 -0.71 -2.90  0.0162
O: 1.90 -0.21 -3.08  -0.1172
C: -1.36 -1.55 -3.98  -0.3422
C: -2.21 -1.74 -5.20  -0.0422
N: -1.68 -1.99 -2.79  -0.1535
O: -2.73 -2.72 -2.60  -0.2028
H: 1.44 0.06 -5.23  0.0659
H: -0.23 0.26 -5.80  0.0908
H: 0.58 -1.28 -6.00  0.0907
H: 2.15 -0.07 -2.17  0.0267
H: -1.70 -2.30 -5.99  0.0761
H: -2.54 -0.78 -5.62  0.0775
H: -3.09 -2.31 -4.89  0.0645
C: 0.29 5.54 0.07  -0.2161
S: -0.06 3.89 0.72  0.8687
C: 0.08 4.42 2.48  -0.2011
O: -1.54 3.73 0.52  -0.4982
H: -0.53 6.18 0.39  0.0703
H: 0.29 5.44 -1.02  0.0617
H: 1.24 5.91 0.42  0.0551
H: 0.82 5.20 2.60  0.0622
H: 0.36 3.60 3.14  0.0301
H: -0.93 4.75 2.75  0.0746

Values from the calculation:
Relative energy (zero: lowest compared OMol25 entry of this formula, charge and spin) = 1170.9 kJ/mol
Net charge = +1
M = 825.2 g/mol
Frontier orbital gap (spin up / spin down) = 4.227 / 3.845 eV
LUMO level (spin up / spin down) = -4.19 / -4.57 eV
E_tot = -69646.63302 eV
HOMO level (spin up / spin down) = -8.413 / -8.412 eV


(3)
DFT (wB97M-V/def2-TZVPD) results for a structure of composition C30H50AsBrN4O6SSi3Ti.

Last column: Löwdin charge in e.
Cartesian coordinates (Å):
Ti: -0.17 -0.09 -0.74  0.7360
C: 0.93 5.03 -2.54  -0.0227
C: 1.63 3.78 -2.09  -0.2337
C: 3.02 3.68 -2.01  -0.0048
C: 3.60 2.51 -1.57  -0.0956
C: 2.77 1.47 -1.20  -0.7378
Br: 3.54 -0.16 -0.66  0.8909
N: 1.44 1.54 -1.24  -0.0354
C: 0.90 2.68 -1.69  -0.0928
H: 1.61 5.69 -3.08  0.0807
H: 0.53 5.57 -1.69  0.0931
H: 0.09 4.78 -3.20  0.0900
H: 3.64 4.52 -2.30  0.1249
H: 4.67 2.39 -1.51  0.1083
H: -0.18 2.70 -1.73  0.1116
O: -5.94 1.80 -4.83  -0.0324
C: -5.65 0.53 -4.25  -0.2432
N: -4.25 0.43 -4.03  0.1052
C: -3.42 0.03 -5.03  -0.4359
O: -3.79 -0.34 -6.13  0.0816
C: -1.96 0.10 -4.68  -0.0821
C: -1.03 0.49 -5.62  0.0278
C: 0.30 0.63 -5.22  -0.0241
C: 0.62 0.44 -3.89  -0.1154
N: -0.28 0.05 -2.98  0.0089
C: -1.53 -0.19 -3.40  -0.0619
H: -6.84 1.79 -5.15  0.0841
H: -5.95 -0.27 -4.92  0.1251
H: -6.16 0.42 -3.29  0.1283
H: -3.85 0.91 -3.22  0.1020
H: -1.34 0.68 -6.63  0.1302
H: 1.07 0.92 -5.92  0.1106
H: 1.63 0.60 -3.53  0.1105
H: -2.21 -0.57 -2.65  0.1119
C: -1.87 -3.09 0.64  -0.0560
C: -0.83 -3.83 -0.14  -0.2154
C: -0.81 -5.22 -0.16  -0.0543
C: 0.11 -5.91 -0.93  -0.0867
C: 1.01 -5.21 -1.71  -0.0580
C: 1.04 -3.82 -1.70  -0.2243
C: 2.01 -3.08 -2.57  -0.0492
C: 0.13 -3.13 -0.89  -0.2717
N: 0.15 -1.74 -0.84  -0.0808
H: -2.40 -3.76 1.32  0.0864
H: -2.59 -2.61 -0.02  0.0878
H: -1.43 -2.28 1.22  0.0292
H: -1.54 -5.76 0.43  0.1081
H: 0.11 -7.00 -0.94  0.0986
H: 1.72 -5.74 -2.34  0.1060
H: 2.53 -3.76 -3.24  0.0776
H: 2.75 -2.55 -1.98  0.0188
H: 1.49 -2.33 -3.18  0.0655
C: 1.39 3.43 1.68  -0.1952
Si: 1.96 1.93 2.66  0.2995
C: 3.79 1.66 2.36  -0.2225
C: 1.79 2.26 4.50  -0.2092
As: 0.63 0.09 1.98  0.8675
Si: 1.63 -1.81 2.99  0.2956
C: 0.30 -3.01 3.54  -0.1902
C: 2.73 -2.67 1.75  -0.2225
C: 2.68 -1.37 4.48  -0.2104
Si: -1.26 0.54 3.40  0.3309
C: -2.72 -0.51 2.94  -0.1982
C: -0.80 0.13 5.19  -0.2107
C: -1.71 2.34 3.28  -0.1985
H: 2.04 3.58 0.82  0.0147
H: 1.46 4.33 2.30  0.0409
H: 0.37 3.33 1.32  0.0117
H: 4.35 2.35 2.99  0.0388
H: 4.06 1.87 1.32  -0.0164
H: 4.13 0.65 2.59  0.0098
H: 2.38 3.15 4.74  0.0394
H: 2.17 1.43 5.10  0.0193
H: 0.76 2.45 4.82  0.0103
H: -0.16 -3.50 2.68  0.0164
H: -0.48 -2.52 4.12  0.0096
H: 0.76 -3.78 4.16  0.0419
H: 2.24 -2.79 0.78  0.0013
H: 2.98 -3.67 2.13  0.0417
H: 3.67 -2.14 1.61  0.0030
H: 2.08 -1.04 5.33  0.0150
H: 3.42 -0.60 4.27  0.0096
H: 3.22 -2.27 4.79  0.0383
H: -2.55 -1.57 3.15  0.0205
H: -3.02 -0.40 1.90  0.0077
H: -3.56 -0.18 3.56  0.0485
H: 0.27 0.00 5.36  -0.0125
H: -1.30 -0.79 5.50  0.0289
H: -1.14 0.93 5.84  0.0365
H: -2.12 2.57 2.29  0.0124
H: -0.89 3.02 3.49  0.0112
H: -2.50 2.53 4.02  0.0449
O: -2.11 -0.18 -0.49  -0.4593
S: -2.48 1.34 -0.42  0.3261
O: -3.54 1.56 0.52  -0.2798
O: -1.16 1.89 0.03  -0.4634
O: -2.76 1.77 -1.79  -0.3286

Values from the calculation:
Relative energy (zero: lowest compared OMol25 entry of this formula, charge and spin) = 0.0 kJ/mol
M = 881.8 g/mol
Frontier orbital gap = 7.365 eV
LUMO level = -0.37 eV
E_tot = -238639.89068 eV
HOMO level = -7.734 eV


Which of these has the highest M? C30H49F2NO24P3S2V